Here is 2 unconnected molecules or ions with the total composition C6H13NO3 in a non-equilibrium geometry from the Open Molecules 2025 dataset. Energies are from ωB97M-V/def2-TZVPD.

Geometry as XYZ:
```
23
Properties=species:S:1:pos:R:3:forces:R:3:mulliken_charge:R:1
C -1.26294 -1.20535 0.77048 -0.121 -0.144 -0.040 -1.6209
C -0.36912 0.02602 0.90491 -0.156 0.188 0.025 0.3693
C 0.60604 -0.13179 2.07233 0.459 0.032 -0.213 -0.8177
O -0.13426 -0.44999 3.23607 -0.261 -0.021 0.019 -0.5071
C 0.38215 0.34851 -0.41886 -0.487 -0.242 -0.173 1.6636
C 1.32468 1.54827 -0.28845 0.102 0.084 -0.109 -1.8147
O 1.16232 -0.72626 -0.88198 0.315 -0.764 -0.252 -0.6232
C -0.64947 0.68218 -1.46587 -2.216 2.884 -0.530 -0.1303
N -1.45580 1.26464 -2.09542 2.201 -1.676 1.842 -0.6605
H -1.90185 -1.30633 1.65458 0.203 0.009 -0.206 0.3908
H -1.91741 -1.13675 -0.10960 0.156 0.011 0.164 0.4086
H -0.66252 -2.12347 0.69178 -0.123 0.185 0.021 0.3789
H -1.00456 0.90065 1.11759 0.124 -0.187 -0.050 0.3365
H 1.33040 -0.93271 1.84290 -0.156 0.181 -0.015 0.3314
H 1.16745 0.80067 2.23312 -0.109 -0.170 -0.085 0.3586
H 0.46838 -0.51816 3.98034 0.035 -0.003 0.005 0.3282
H 2.19114 1.25628 0.31665 -0.220 0.032 -0.157 0.4446
H 1.68344 1.85485 -1.27862 -0.101 -0.083 0.267 0.4170
H 0.81907 2.39604 0.19002 0.077 -0.228 -0.145 0.3410
H 0.61657 -1.48889 -1.15165 0.109 0.554 0.313 0.4404
O -0.93388 -0.66739 -3.88028 -2.264 1.677 -0.569 -0.7060
H -1.46314 0.26192 -3.78741 2.812 -3.301 -0.059 0.3645
H 0.00332 -0.65294 -3.65260 -0.381 0.981 -0.053 0.3069
```
Forces are in eV/Å.

Output
lowest unoccupied orbital energy: 0.52 eV
HOMO-LUMO gap: 11.08 eV
HOMO energy: -0.388 Eh
relative energy (zero: lowest compared OMol25 entry of this formula, charge and spin): 55.5 kcal/mol
total charge: 0
total energy: -516.8506 Ha
structure (SMILES): C[C@@H](CO)[C@@](C)(O)C#N.O

***

Here is a molecular structure, C20H25CrN9O12 in a non-equilibrium geometry from the Open Molecules 2025 dataset. Energies are from ωB97M-V/def2-TZVPD.

Geometry as XYZ:
```
67
Properties=species:S:1:pos:R:3:forces:R:3:mulliken_charge:R:1
Cr 2.19439 0.82223 -0.86216 -0.514 -2.451 0.421 0.9459
N 2.64365 -0.85793 -3.62454 -0.185 0.077 -0.623 0.7662
O 1.65913 -1.20216 -4.26816 -0.014 -0.023 0.262 -0.6114
O 3.77981 -0.97128 -4.01880 0.246 -0.028 0.020 -0.5991
O 2.43107 -0.32860 -2.46091 -0.206 0.952 0.923 -0.2071
N 0.04667 -0.40793 -0.10986 2.155 -0.090 -1.650 1.4475
O -0.93664 -1.02614 0.16084 -0.139 -0.045 0.896 -0.8019
O 1.17570 -0.45266 0.50080 -0.483 0.301 0.900 -0.5066
O 0.17751 0.24607 -1.17595 -0.942 1.066 -0.514 -0.4978
N 1.70349 2.76071 0.99599 1.301 -0.739 -0.646 1.3383
O 2.58051 1.91165 1.24477 0.044 -0.037 0.583 -0.6467
O 1.33401 3.61171 1.74215 -0.524 0.510 0.419 -0.6332
O 1.26732 2.67139 -0.21733 -0.095 -0.624 -0.745 -0.5210
N 4.96608 -0.48393 -0.42839 0.365 -0.546 -1.341 0.9608
O 5.67753 -0.98331 0.41231 0.058 0.023 0.511 -0.6065
O 5.27893 -0.33880 -1.59892 0.002 0.463 0.272 -0.5810
O 3.75750 -0.16370 -0.06327 -1.089 1.189 0.447 -0.4665
N -2.42569 3.30732 1.51407 -0.535 -0.458 0.747 0.0565
C -2.31953 1.99216 1.09726 0.226 1.688 -0.084 -0.5418
C -2.66226 2.01797 -0.23432 -0.445 -1.286 0.015 0.0404
C -3.10758 3.31368 -0.57795 0.104 0.254 0.207 -1.0033
C -2.98333 4.08547 0.55206 0.595 0.135 -0.384 -0.5211
H -2.21465 3.61448 2.44643 -0.021 -0.002 0.004 0.2008
H -2.02677 1.28604 1.85476 0.186 -0.405 -0.422 0.4245
H -2.70944 1.14594 -0.86946 0.114 0.055 -0.047 0.5282
H -3.43815 3.65125 -1.54513 -0.084 -0.049 -0.009 0.4344
H -3.14871 5.13620 0.71830 -0.022 0.013 -0.030 0.3831
N 1.06196 3.77401 -3.22880 -0.622 -0.375 0.004 0.0496
C 0.16595 2.77482 -2.89723 0.448 1.061 0.136 -0.9832
C 0.29479 1.79329 -3.82757 -0.174 -0.601 0.078 -0.1532
C 1.32438 2.16982 -4.74176 -0.523 0.042 0.020 -0.5427
C 1.72045 3.42346 -4.37366 0.762 0.419 0.300 -0.7326
H 1.19957 4.59842 -2.67616 0.071 0.090 -0.099 0.2544
H -0.44503 2.91681 -2.02233 -0.156 -0.310 -0.049 0.7700
H -0.30462 0.89764 -3.80604 0.264 -0.150 -0.174 0.4293
H 1.71184 1.57460 -5.54921 -0.040 0.048 -0.124 0.4716
H 2.46222 4.10266 -4.76650 0.041 -0.223 -0.128 0.3992
N 0.48366 -0.02766 5.86940 -0.336 0.512 0.336 0.0258
C -0.83159 0.02146 6.26186 0.137 -0.139 -0.053 -0.4969
C -1.60551 -0.17032 5.15109 -0.061 -0.238 0.501 -0.8500
C -0.72862 -0.33032 4.03811 -0.690 0.212 0.335 0.0823
C 0.54175 -0.17803 4.51869 0.347 -0.320 -0.696 -0.7760
H 1.25120 0.18511 6.47825 0.136 -0.025 -0.144 0.2007
H -1.11741 0.15366 7.29094 0.083 -0.002 0.040 0.3868
H -2.67760 -0.26386 5.23055 -0.015 0.037 -0.413 0.3813
H -1.05934 -0.55090 3.03764 0.323 0.043 -0.154 0.5191
H 1.46896 -0.16680 3.96907 0.067 -0.085 0.129 0.5327
N 3.54862 -4.12815 -2.29612 -0.113 -0.033 -0.303 0.1025
C 4.10693 -4.19867 -1.05635 -0.100 -0.250 0.611 -0.5507
C 3.15875 -3.81562 -0.13900 0.334 0.114 -0.449 -0.7421
C 2.01916 -3.41934 -0.88467 -0.698 -0.612 0.691 0.3237
C 2.25597 -3.67744 -2.20259 0.307 0.171 -0.026 -1.1846
H 4.01244 -4.35172 -3.15616 0.057 0.115 -0.016 0.2043
H 5.10494 -4.55720 -0.87300 0.073 0.034 -0.236 0.4050
H 3.26961 -3.85587 0.93068 0.033 0.250 0.020 0.4018
H 1.07547 -3.14466 -0.43742 0.001 0.189 -0.194 0.5404
H 1.62762 -3.55415 -3.06651 0.075 0.081 -0.077 0.4741
N -3.73509 -1.85550 0.56142 0.096 0.022 -0.143 0.2645
C -4.32061 -2.94898 -0.00143 -0.131 -0.106 0.108 -0.3964
C -5.55871 -3.10415 0.56973 -0.200 0.141 -0.148 -0.6213
C -5.75160 -2.00758 1.45074 0.123 -0.280 0.390 -0.5465
C -4.58776 -1.28315 1.46276 -0.037 0.130 -0.222 -0.3804
H -2.81100 -1.54113 0.30895 -0.155 0.160 0.168 0.4193
H -3.82756 -3.48570 -0.79296 0.069 -0.161 0.116 0.3832
H -6.25690 -3.90991 0.41519 -0.004 0.039 -0.251 0.3758
H -6.63245 -1.80958 2.04004 0.064 0.000 0.066 0.3930
H -4.31538 -0.40723 2.02582 0.046 0.054 -0.084 0.3847
```
Forces are in eV/Å.

Output
2S+1: 4
lowest unoccupied orbital energy (alpha / beta): 0.12 / 1.63 eV
HOMO-LUMO gap (alpha / beta): 5.81 / 7.33 eV
expectation value of S²: 3.794
HOMO energy (alpha / beta): -0.209 / -0.209 Eh
relative energy (zero: lowest compared OMol25 entry of this formula, charge and spin): 0.0 kcal/mol
total charge: -1
total energy: -3216.8717 Ha

***

Here is 2 unconnected molecules or ions with the total composition C4H9NO in a non-equilibrium geometry from the Open Molecules 2025 dataset. Energies are from ωB97M-V/def2-TZVPD.

Geometry as XYZ:
```
15
Properties=species:S:1:pos:R:3:forces:R:3:mulliken_charge:R:1
C -0.57983 2.15667 -1.71972 0.084 -1.005 -0.310 -0.7443
C 0.09729 1.24982 -2.41873 -0.695 0.121 -0.398 0.1083
N -0.06328 -0.11871 -2.25519 0.297 -0.120 -0.121 -0.4189
H -1.35974 1.72319 -1.10742 0.059 0.667 0.709 0.1845
H -0.36817 3.19889 -1.82913 -0.427 0.365 -0.106 0.2639
H 0.63634 1.54774 -3.30905 0.872 0.050 0.360 0.2618
H -0.95628 -0.52577 -2.05803 -0.038 0.025 0.086 0.1598
H 0.66150 -0.72503 -2.58364 -0.170 -0.121 -0.217 0.1908
C 1.28358 -0.78354 2.61036 -0.127 0.558 0.626 -0.7184
C 0.32980 -1.40021 1.94359 -0.013 -0.152 -0.372 0.1338
O -0.94425 -0.89716 1.93014 -0.111 0.107 -0.324 -0.4854
H 2.27221 -1.14793 2.83305 0.021 -0.295 -0.440 0.2644
H 1.01599 0.16328 3.06754 0.028 -0.047 0.098 0.2127
H 0.45106 -2.30186 1.35450 0.184 -0.169 0.178 0.2668
H -1.36868 -1.13988 1.09769 0.035 0.016 0.230 0.3200
```
Forces are in eV/Å.

Output
lowest unoccupied orbital energy: 0.67 eV
HOMO-LUMO gap: 9.03 eV
HOMO energy: -0.307 Eh
relative energy (zero: lowest compared OMol25 entry of this formula, charge and spin): 66.7 kcal/mol
total charge: 0
total energy: -287.7261 Ha
structure (SMILES): C=CN.C=CO

***

Here is a molecular structure, C7H11N2 in a non-equilibrium geometry from the Open Molecules 2025 dataset. Energies are from ωB97M-V/def2-TZVPD.

Geometry as XYZ:
```
20
Properties=species:S:1:pos:R:3:forces:R:3:mulliken_charge:R:1
C 1.55656 -0.52511 -0.60900 -3.855 0.572 0.930 0.4548
C 0.57594 -1.71751 -0.40730 0.739 0.273 -0.275 -0.5713
C -1.52928 0.34266 -0.69313 -2.611 -0.965 2.618 -0.7815
C -0.55581 1.35327 -0.32563 2.358 0.098 0.602 -0.4739
C 1.93380 1.11603 0.52485 0.108 0.784 -2.329 -0.4960
C -1.52671 -0.64684 0.50328 2.083 3.058 -1.045 -0.8388
C 0.62536 0.46240 0.09666 -0.903 1.008 0.831 0.3478
N 2.62585 -0.04060 -0.18574 2.896 -0.108 0.610 -0.5453
N -0.09977 -0.85284 0.74643 1.238 0.242 -4.062 -0.0366
H -0.12319 -1.80894 -1.25722 0.298 -0.012 0.621 0.2460
H 0.94942 -2.69818 -0.07940 -0.132 0.439 0.030 0.3849
H -2.51987 0.68183 -0.68147 -1.593 0.928 -0.200 0.4021
H -1.44747 -0.08650 -1.62066 0.869 -1.116 -2.235 0.3839
H -0.20161 1.84842 -1.21167 0.030 0.773 -0.261 0.4358
H -0.81130 2.10128 0.49196 0.145 -1.029 -1.014 0.2582
H 1.97085 2.10821 -0.10278 0.357 -1.671 1.520 0.3078
H 2.26200 1.22425 1.54786 -0.019 0.047 0.168 0.3194
H -1.90949 -0.06192 1.28800 -0.644 0.243 1.441 0.4267
H -1.95482 -1.54639 0.39346 -1.987 -3.086 -0.477 0.4667
H 0.17953 -1.25350 1.58150 0.621 -0.478 2.526 0.3093
```
Forces are in eV/Å.

Output
lowest unoccupied orbital energy: -3.51 eV
HOMO-LUMO gap: 10.33 eV
HOMO energy: -0.509 Eh
relative energy (zero: lowest compared OMol25 entry of this formula, charge and spin): 124.7 kcal/mol
total charge: +1
total energy: -382.4249 Ha

***

Here is C4H5N3 in the gas phase in a non-equilibrium geometry from the Open Molecules 2025 dataset. Energies are from ωB97M-V/def2-TZVPD.

Geometry as XYZ:
```
12
Properties=species:S:1:pos:R:3:forces:R:3:mulliken_charge:R:1
N -1.51027 2.28766 -1.21798 0.404 -0.811 0.475 -0.4274
C -0.80126 1.49347 -0.76610 -0.936 0.838 -0.434 -0.0142
C 0.29686 0.63273 -0.30695 -0.769 -0.114 0.168 0.3752
C 0.23126 0.20194 1.21380 0.163 0.273 0.047 -0.5374
N -0.00685 -1.24504 1.24051 0.027 0.102 -0.552 -0.5090
C 0.00945 -1.63177 0.03083 0.066 0.067 0.075 -0.0490
N 0.28609 -0.68357 -0.95237 0.159 -0.053 -0.050 -0.3286
H 1.12628 1.28929 -0.59050 0.584 -0.718 0.343 0.2048
H 1.19059 0.42084 1.68246 0.011 -0.022 0.048 0.2900
H -0.54590 0.70600 1.80244 0.177 0.040 -0.369 0.3332
H -0.12751 -2.66612 -0.28387 -0.022 0.202 0.119 0.3692
H -0.15785 -0.80528 -1.85379 0.136 0.196 0.130 0.2931
```
Forces are in eV/Å.

Output
lowest unoccupied orbital energy: 0.70 eV
HOMO-LUMO gap: 10.29 eV
HOMO energy: -0.352 Eh
relative energy (zero: lowest compared OMol25 entry of this formula, charge and spin): 32.3 kcal/mol
total charge: 0
total energy: -319.6607 Ha
structure (SMILES): N#C[C@H]1CN=CN1

***

Here is 2 unconnected molecules or ions with the total composition C2H3N5O4 in a non-equilibrium geometry from the Open Molecules 2025 dataset. Energies are from ωB97M-V/def2-TZVPD.

Geometry as XYZ:
```
14
Properties=species:S:1:pos:R:3:forces:R:3:mulliken_charge:R:1
O 0.85885 -1.14133 2.02911 0.324 0.212 0.425 -0.4019
C 1.09603 -1.24625 0.90648 -1.085 -0.828 0.019 0.7191
N 1.37679 -1.39647 -0.25259 1.125 0.931 0.504 -0.3180
N 0.93359 -2.12928 -1.30336 -0.625 -0.381 -0.999 1.0352
O -0.25826 -2.25737 -1.49807 0.220 0.165 0.603 -0.5021
O 1.81975 -2.51434 -2.00573 0.360 -0.553 -0.603 -0.5241
C -0.59205 1.66176 1.49460 1.458 -0.365 0.475 -0.6886
N -0.05693 0.98349 0.34919 1.619 0.065 0.305 -0.1380
N -0.78691 0.76635 -0.59871 0.055 -0.192 2.841 0.2792
N -1.04500 1.17247 -1.65881 -0.311 1.248 -4.438 0.1848
O -1.48154 0.77101 -2.70079 -0.840 -0.458 -0.428 -0.5166
H -0.29596 0.90652 2.23546 -0.901 0.840 0.891 0.2477
H 0.07955 2.57172 1.65214 -1.205 -0.961 -0.185 0.2424
H -1.64790 1.85171 1.35108 -0.195 0.277 0.590 0.3810
```
Forces are in eV/Å.

Output
lowest unoccupied orbital energy (alpha / beta): -0.78 / -0.80 eV
HOMO-LUMO gap (alpha / beta): 8.40 / 8.34 eV
HOMO energy (alpha / beta): -0.337 / -0.336 Eh
relative energy (zero: lowest compared OMol25 entry of this formula, charge and spin): 88.6 kcal/mol
total charge: 0
total energy: -652.4058 Ha
structure (SMILES): O=C=N[N+](=O)[O-].C/N=N/N=O